# 1
{
  "formula": "C14H16Cl2FN3O2RuSe3Te",
  "method": "ωB97M-V/def2-TZVPD",
  "elements": ["Ru", "Cl", "C", "C", "C", "Cl", "C", "O", "C", "C", "O", "C", "H", "H", "H", "Se", "Se", "Te", "Se", "F", "C", "C", "N", "C", "N", "C", "C", "C", "N", "C", "H", "H", "H", "H", "H", "H", "H", "H", "H", "H", "H", "H", "H"],
  "xyz": [[-1.996477, 0.502576, -1.531654], [-1.184215, -4.257759, 4.086739], [-1.219528, -3.366296, 2.581919], [-0.414487, -3.799331, 1.508768], [-0.418962, -3.133210, 0.324497], [0.588402, -3.670930, -0.979394], [-1.242425, -1.959826, 0.090637], [-1.239109, -1.401205, -1.033984], [-2.012320, -1.547669, 1.219700], [-2.853411, -0.370568, 1.193877], [-2.984095, 0.455477, 0.295018], [-1.999942, -2.261900, 2.433550], [0.217189, -4.670406, 1.628343], [-3.426472, -0.193077, 2.117479], [-2.614329, -1.918435, 3.258094], [-2.704471, 2.719905, -2.030451], [-4.964538, 2.698228, -2.181267], [-4.971676, 1.059624, -4.014576], [-3.950945, -0.541543, -2.478532], [-0.928653, 0.365854, -3.153435], [3.503729, -0.389538, -0.962541], [2.547254, -0.315437, -2.131630], [1.229383, 0.026222, -1.653242], [0.980710, 0.887091, -0.641353], [-0.237231, 1.305179, -0.451949], [-0.480180, 2.299021, 0.590733], [0.487745, 2.170691, 1.748447], [1.895561, 2.224806, 1.203733], [2.052572, 1.221250, 0.169462], [3.419639, 0.930565, -0.222537], [4.525892, -0.559167, -1.305852], [3.217782, -1.209029, -0.299004], [2.473773, -1.269369, -2.654600], [2.918524, 0.426657, -2.852797], [0.461051, -0.017584, -2.335811], [-1.503441, 2.180381, 0.938210], [-0.428402, 3.306102, 0.163340], [0.332593, 1.213712, 2.255909], [0.331261, 2.971121, 2.474242], [2.634214, 2.018806, 1.982773], [2.108741, 3.230201, 0.812430], [4.019572, 0.905187, 0.689900], [3.829723, 1.733623, -0.853192]],
  "atomic_forces_ev_per_a": [[0.5, 0.3, 0.5], [0.0, 0.0, -0.1], [0.1, 0.0, -0.1], [0.1, -0.2, 0.2], [-0.2, 0.4, -0.2], [0.0, 0.0, 0.0], [0.2, -0.3, 0.1], [0.1, 0.0, 0.0], [-0.4, 0.5, 0.1], [0.3, -0.5, 0.1], [-0.1, 0.2, -0.1], [0.0, -0.1, 0.1], [0.0, 0.0, 0.0], [0.0, 0.0, -0.1], [0.0, 0.0, 0.0], [1.4, 0.4, 0.4], [-1.3, 0.8, 0.3], [-0.4, -0.1, -0.8], [-0.2, -1.4, 0.0], [0.1, -0.1, -0.4], [0.0, 0.0, 0.0], [0.0, 0.0, 0.0], [0.0, 0.1, -0.2], [0.4, -0.1, -0.1], [-0.1, 0.1, 0.1], [-0.1, -0.1, 0.0], [0.0, 0.0, 0.1], [0.0, 0.0, -0.1], [-0.1, 0.0, 0.1], [0.0, 0.0, 0.0], [0.0, 0.0, 0.0], [0.0, 0.0, 0.0], [0.0, 0.0, 0.0], [0.0, 0.0, 0.0], [-0.1, 0.0, 0.0], [0.0, 0.0, 0.0], [0.0, 0.0, 0.0], [0.0, 0.0, 0.0], [0.0, 0.0, 0.0], [0.0, 0.0, 0.0], [0.0, 0.0, 0.0], [0.0, 0.0, 0.0], [0.0, 0.0, 0.0]],
  "total_charge": -1,
  "multiplicity": 2,
  "de_lowest_kj_mol": 0.0,
  "total_energy_ev": -257025.049,
  "max_force_ha_per_bohr": 0.02931,
  "lumo_ev": [2.38, 2.30]
}

# 2
{
  "formula": "C44H50Ge2N6NiO2",
  "method": "ωB97M-V/def2-TZVPD",
  "elements": ["Ni", "N", "C", "N", "C", "N", "N", "C", "C", "C", "C", "C", "C", "N", "C", "C", "C", "C", "C", "C", "H", "H", "H", "H", "H", "H", "H", "H", "H", "H", "H", "C", "C", "Ge", "C", "C", "C", "C", "Ge", "C", "C", "C", "C", "C", "C", "C", "C", "C", "C", "H", "H", "H", "H", "H", "H", "H", "H", "H", "H", "H", "H", "H", "H", "H", "H", "H", "H", "H", "H", "H", "H", "H", "H", "H", "H", "C", "O", "C", "C", "C", "C", "C", "C", "N", "C", "C", "C", "C", "C", "C", "C", "O", "H", "H", "H", "H", "H", "H", "H", "H", "H", "H", "H", "H", "H"],
  "xyz": [[-0.405116, 0.380313, -0.224153], [2.222731, -0.465984, 3.184651], [1.335670, -0.597888, 2.203520], [0.954701, 0.361304, 1.411207], [1.454263, 1.644025, 1.619141], [1.019285, 2.662230, 0.954445], [0.035129, 2.295845, 0.075335], [-0.606119, 3.178804, -0.579386], [-1.644987, 2.668414, -1.483973], [-2.396574, 3.513363, -2.280909], [-3.351531, 2.959584, -3.123605], [-3.515771, 1.586241, -3.138478], [-2.721821, 0.809597, -2.305158], [-1.808703, 1.330948, -1.490931], [2.483054, 1.840860, 2.637168], [3.090726, 3.081890, 2.861914], [4.038888, 3.215860, 3.850682], [4.394779, 2.116190, 4.637477], [3.807727, 0.884425, 4.434892], [2.853119, 0.757498, 3.429897], [2.448034, -1.261524, 3.763438], [0.901595, -1.585153, 2.075855], [-0.395837, 4.238341, -0.469207], [-2.230991, 4.580663, -2.239468], [-3.953631, 3.594741, -3.758204], [-4.243850, 1.114428, -3.781679], [-2.809011, -0.270482, -2.294438], [2.794250, 3.918543, 2.246486], [4.507417, 4.173961, 4.025250], [5.137188, 2.227609, 5.415343], [4.082602, 0.035610, 5.047553], [1.673420, -3.920188, 0.338892], [1.304956, -2.620830, -0.373337], [-0.648116, -2.264367, -0.315802], [-1.376379, -2.682445, -2.095157], [-1.141780, -4.159402, -2.416776], [-1.461134, -3.447634, 0.999466], [-2.331289, -2.831136, 1.816673], [-2.408801, -0.959046, 1.253416], [-4.082164, -0.617946, 0.291428], [-5.303809, -1.067063, 1.097351], [-1.995799, 0.531410, 2.491176], [-3.228252, 1.148243, 3.153346], [-3.173799, -3.472455, 2.842023], [-3.407891, -4.851137, 2.820577], [-4.197143, -5.444759, 3.789001], [-4.770794, -4.672411, 4.791422], [-4.558208, -3.302561, 4.816150], [-3.769977, -2.711381, 3.843024], [2.738374, -4.135100, 0.228697], [1.122779, -4.773470, -0.060075], [1.448408, -3.878312, 1.407819], [1.539132, -2.680216, -1.439570], [1.882999, -1.781073, 0.003111], [-0.867755, -2.046419, -2.826020], [-2.447620, -2.463497, -2.135127], [-0.079978, -4.416637, -2.374621], [-1.494681, -4.403317, -3.418838], [-1.668715, -4.804796, -1.713237], [-1.261680, -4.514553, 1.050838], [-4.039951, -1.183564, -0.643593], [-4.136770, 0.445077, 0.044178], [-5.270805, -2.138141, 1.298473], [-6.218589, -0.860124, 0.541264], [-5.380055, -0.553609, 2.057293], [-1.502088, 1.314674, 1.904944], [-1.266907, 0.192038, 3.229692], [-3.963649, 1.467014, 2.412555], [-2.940752, 2.027840, 3.729873], [-3.719617, 0.461591, 3.841008], [-2.987027, -5.458012, 2.030297], [-4.376240, -6.510736, 3.758288], [-5.391233, -5.136758, 5.545371], [-5.009683, -2.697471, 5.590417], [-3.604325, -1.638391, 3.852622], [3.394872, -4.624095, -2.846380], [3.948068, -3.340874, -2.581631], [5.040812, -2.972407, -3.292569], [5.679469, -3.759597, -4.241282], [6.802195, -3.277564, -4.902936], [7.306720, -2.015756, -4.633165], [6.668569, -1.220346, -3.693305], [5.543608, -1.691378, -3.040465], [4.899035, -0.874013, -2.054790], [3.669696, -0.417991, -2.064706], [2.715997, -0.394040, -3.098901], [3.016699, -0.620096, -4.469676], [2.063231, -0.468069, -5.431093], [0.763438, -0.086957, -5.047453], [0.426773, 0.126034, -3.739582], [1.376998, -0.031213, -2.702993], [1.101646, 0.072509, -1.446983], [2.533553, -4.717860, -2.189450], [4.111209, -5.415423, -2.618043], [3.071143, -4.704995, -3.885851], [5.317131, -4.751670, -4.465544], [7.288015, -3.906750, -5.635628], [8.182052, -1.650449, -5.149164], [7.035218, -0.225644, -3.474948], [5.430854, -0.715557, -1.210157], [3.351326, 0.033634, -1.131524], [4.023619, -0.884827, -4.755991], [2.298466, -0.622324, -6.473803], [0.005169, 0.036865, -5.811226], [-0.576901, 0.408614, -3.469743]],
  "atomic_forces_ev_per_a": [[-0.1, -0.2, 0.2], [0.0, 0.0, -0.1], [0.0, -0.1, 0.1], [0.0, 0.0, 0.1], [0.3, -0.1, 0.3], [-0.2, 0.3, -0.2], [0.0, 0.2, 0.0], [0.2, -0.1, 0.1], [-0.1, 0.2, -0.1], [0.0, -0.1, 0.0], [0.0, 0.0, 0.0], [0.0, 0.0, 0.0], [0.0, 0.0, 0.0], [-0.1, 0.0, 0.0], [0.0, 0.0, 0.0], [0.0, 0.0, 0.0], [0.0, 0.0, 0.0], [0.0, 0.0, 0.0], [0.0, 0.1, 0.0], [0.1, 0.0, 0.1], [0.0, 0.0, 0.0], [0.0, 0.0, 0.0], [0.0, 0.0, 0.0], [0.0, 0.0, 0.0], [0.0, 0.0, 0.0], [0.0, 0.0, 0.0], [0.0, 0.1, 0.0], [0.0, 0.0, 0.0], [0.0, 0.0, 0.0], [0.0, 0.0, 0.0], [0.0, 0.0, 0.0], [0.0, 0.0, 0.0], [-0.1, 0.0, -0.1], [-0.2, -0.3, -0.1], [0.1, 0.1, 0.0], [0.0, 0.0, 0.0], [0.1, 0.1, 0.0], [0.2, 0.0, 0.0], [0.0, 0.0, -0.1], [0.1, 0.0, 0.0], [0.0, 0.0, 0.0], [0.1, 0.0, -0.2], [-0.1, 0.0, 0.0], [0.0, -0.1, 0.0], [0.0, 0.1, 0.0], [0.0, 0.0, 0.0], [0.0, 0.0, 0.0], [0.0, 0.0, 0.0], [0.1, 0.1, -0.1], [0.0, 0.0, 0.0], [0.0, 0.0, 0.0], [0.0, 0.0, 0.0], [0.0, 0.0, 0.0], [0.0, 0.0, 0.0], [-0.1, 0.0, 0.0], [0.1, 0.0, 0.0], [0.0, 0.0, 0.0], [0.0, 0.0, 0.0], [0.0, 0.0, 0.0], [-0.1, -0.1, 0.1], [0.0, 0.1, 0.0], [-0.1, 0.0, 0.0], [0.0, 0.0, 0.0], [0.0, 0.0, 0.0], [0.0, 0.0, 0.0], [0.0, 0.0, 0.1], [0.0, 0.0, 0.0], [0.0, 0.0, 0.0], [0.0, 0.0, 0.0], [0.0, 0.0, 0.0], [0.0, 0.0, 0.0], [0.0, 0.0, 0.0], [0.0, 0.0, 0.0], [0.0, 0.0, 0.0], [0.0, 0.0, 0.1], [0.0, -0.1, 0.0], [0.0, 0.1, 0.0], [0.0, 0.0, 0.0], [0.0, 0.0, 0.0], [0.0, 0.0, 0.0], [0.0, 0.0, 0.0], [0.0, 0.0, 0.0], [0.0, 0.0, -0.1], [0.0, 0.0, 0.1], [-0.1, 0.0, -0.1], [0.0, 0.0, 0.0], [0.0, 0.0, 0.0], [0.0, 0.0, 0.0], [0.0, 0.0, -0.1], [0.0, 0.1, 0.1], [0.2, -0.2, 0.1], [0.0, 0.2, -0.2], [0.0, 0.0, 0.0], [0.0, 0.0, 0.0], [0.0, 0.0, 0.0], [0.0, 0.0, 0.0], [0.0, 0.0, 0.0], [0.0, 0.0, 0.0], [0.0, 0.0, 0.0], [0.0, 0.0, 0.0], [0.0, 0.0, 0.0], [0.0, 0.0, 0.0], [0.0, 0.0, 0.0], [0.0, 0.0, 0.0], [-0.1, 0.0, 0.0]],
  "total_charge": 2,
  "multiplicity": 3,
  "total_energy_ev": -213537.192,
  "max_force_ha_per_bohr": 0.00860,
  "lumo_ev": [-5.78, -5.95]
}

# 3
{
  "formula": "C15H20N4S",
  "method": "ωB97M-V/def2-TZVPD",
  "elements": ["N", "C", "C", "C", "N", "H", "H", "S", "C", "C", "C", "N", "C", "H", "C", "C", "H", "C", "C", "C", "C", "C", "C", "H", "H", "H", "H", "H", "H", "H", "H", "H", "H", "H", "H", "H", "H", "N", "H", "H"],
  "xyz": [[3.785698, 2.713205, 2.459955], [3.111964, 1.816414, 2.292175], [2.283169, 0.606028, 2.213152], [1.813186, 0.244453, 3.463727], [2.177876, 0.900163, 4.676324], [1.467622, 0.500113, 5.603651], [2.404915, 1.722144, 5.007372], [0.894379, -1.239587, 3.465693], [1.547209, -2.107843, 2.100032], [2.002588, -1.368568, 1.072739], [2.638195, -2.353640, 0.084481], [3.246996, -2.849881, -0.784400], [2.113983, 0.281570, 0.955849], [2.785456, 0.297787, 0.298652], [0.799210, 0.657699, 0.432340], [0.348419, 0.174240, -0.786777], [1.166177, 0.632793, -1.532937], [-0.939928, 0.778541, -1.406178], [-0.980739, 0.403069, -3.139830], [-2.319474, 0.997406, -3.513282], [-3.371934, 0.463357, -2.943899], [-3.462108, 0.576954, -1.249907], [-2.171668, 0.010981, -0.805760], [-2.212808, 0.249619, 0.395449], [-1.927003, -1.091778, -1.145884], [-4.328397, 0.237014, -1.009644], [-3.463833, 1.962479, -1.210781], [-4.379102, 0.733541, -3.417304], [-3.529880, -0.609346, -2.976543], [-2.353257, 0.894952, -4.649723], [-2.224932, 2.043191, -3.520777], [0.017824, 0.977104, -3.538964], [-0.962711, -0.625651, -3.205020], [-0.878539, 1.948388, -1.298024], [0.371823, -0.864587, -0.917002], [0.675302, 1.520678, 0.487756], [0.018597, 0.312881, 1.047470], [1.034061, -3.487666, 2.329225], [1.104873, -3.916885, 3.081487], [1.696793, -4.141335, 1.585104]],
  "atomic_forces_ev_per_a": [[1.3, 2.0, 0.1], [-1.3, -2.2, 0.6], [3.4, 5.9, 9.6], [1.3, 1.5, -1.4], [-5.8, -9.4, 1.9], [2.9, 1.2, -3.9], [1.7, 5.8, 0.1], [-0.6, 0.6, 2.0], [-2.3, -0.2, 2.0], [1.6, -3.9, -1.6], [0.6, 2.1, -1.1], [-1.3, 0.4, 1.7], [-7.6, -8.9, -1.7], [6.1, 1.4, -4.9], [-0.1, -10.6, 2.1], [1.5, 2.3, -7.6], [-1.2, -1.4, 0.7], [0.4, -0.7, -1.6], [2.2, 5.0, 4.1], [7.7, 1.9, -7.2], [-10.0, -3.8, 6.0], [5.3, 7.0, -6.6], [1.4, 0.9, 2.8], [0.7, -1.5, -2.5], [-1.1, 1.9, 1.2], [-5.3, -2.3, 2.1], [0.0, -4.3, 0.7], [1.2, 0.4, 0.8], [0.9, -0.7, -0.7], [-0.3, -0.3, 0.8], [-0.1, 1.8, 0.9], [-2.7, -1.7, 0.5], [0.4, -2.2, -0.4], [-0.6, -2.2, -0.1], [0.0, -1.6, -0.1], [-1.4, 14.1, 0.6], [-0.7, -0.7, 2.2], [3.5, 4.0, -14.4], [1.2, -3.9, 9.5], [-2.8, 2.1, 2.4]],
  "de_lowest_kj_mol": 947.0,
  "total_energy_ev": -32662.334,
  "max_force_ha_per_bohr": 0.29866,
  "lumo_ev": 0.20
}